Molecular formula: C22H45F3IO13P3S
Method: DFT, ωB97M-V/def2-TZVPD

Output
HOMO-LUMO gap in eV: 9.44
Total charge: 0
HOMO energy in eV: -9.392
LUMO level in eV: 0.05

The geometry in XYZ format:
```
88
C22H45F3IO13P3S | the Open Molecules 2025 dataset | ωB97M-V/def2-TZVPD
I 5.2483 1.6674 -8.3635
S 1.3492 3.6898 -4.4393
P -3.5015 -3.6599 4.5201
P 0.7465 1.1689 2.8386
P 2.3840 2.9728 -8.4805
F 6.0691 3.1182 -5.5817
F 4.9471 2.9212 -3.7653
F 5.3236 1.1815 -5.0541
O 1.1251 3.6262 -7.7078
O -1.9652 -3.5851 4.0393
O -4.0036 -4.0557 3.0291
O -3.5114 -5.1340 5.1825
O 0.1611 0.4204 3.9627
O -3.6271 -2.6566 5.5903
O 2.1438 1.8269 3.3124
O 2.9817 -0.2368 -6.9428
O 1.6963 1.6369 -9.1238
O -0.5506 -0.3131 -2.6955
O 1.7440 1.4364 -6.0096
O 1.0018 1.1304 1.2455
O -0.1281 2.5257 2.7321
C 0.7552 -0.0776 0.4917
C 3.8342 4.3208 -6.0823
C 5.0146 2.4926 -5.0357
C -1.8366 0.2530 -2.4740
C -5.0817 -3.3345 2.4035
C -0.5966 -0.6964 0.7808
C -0.3221 -3.0795 5.7619
C 3.1846 0.9784 3.7947
C 1.6030 0.2842 -3.6021
C 2.6053 1.4239 -3.7821
C 3.5476 2.1514 -7.1854
C -5.8841 -5.7325 5.1451
C 2.3909 2.3078 -5.0580
C -4.6274 -5.5353 5.9740
C 2.7899 0.9068 -6.7614
C 0.1525 0.6908 -3.4368
C -1.0702 -2.5854 4.5419
C -0.9468 3.4331 4.8345
C -1.2886 2.7267 3.5385
C 3.7062 2.8049 -5.7795
C 3.7835 0.1172 2.6971
C -4.9048 -1.8303 2.4784
H 3.9485 1.6367 4.2065
H 2.8907 4.7599 -6.3900
H -2.5227 -0.4609 -2.0250
H 4.0211 0.7199 1.8205
H 3.0805 -0.6621 2.3868
H 0.4575 2.9504 -7.5000
H -1.3934 0.0369 0.6456
H 0.3831 -3.8647 5.4829
H 1.7263 -0.4756 -4.3715
H 0.2356 -2.2625 6.2213
H 1.5536 -0.7994 0.6853
H 3.5992 0.9952 -3.7197
H -1.0011 -3.5047 6.5008
H -1.7963 1.7809 3.7277
H -0.6520 4.4648 4.6371
H -0.3033 0.7319 -4.4334
H 2.5189 2.0833 -2.9177
H 4.5525 4.4984 -6.8778
H -1.7808 1.1258 -1.8156
H 0.0192 1.6558 -2.9454
H -3.9305 -1.5372 2.0850
H -5.6846 -1.3258 1.9081
H -6.6634 -6.2162 5.7343
H 4.1385 4.8630 -5.1879
H 4.6907 -0.3765 3.0453
H -4.3445 -6.4760 6.4449
H -1.9710 3.3429 2.9506
H -5.1024 -3.6565 1.3635
H 2.8099 0.3559 4.6118
H -6.2775 -4.7711 4.8010
H -4.9646 -1.4753 3.5113
H 2.3569 0.9499 -9.2986
H -1.6028 -1.6605 4.7508
H -4.8012 -4.8066 6.7702
H -0.1125 2.9500 5.3420
H 0.3366 3.6705 -5.3101
H -0.7753 -1.5409 0.1162
H -0.3630 -2.3669 3.7418
H -6.0335 -3.6329 2.8518
H 0.8141 0.1952 -0.5599
H -5.6743 -6.3411 4.2656
H 1.8886 -0.2129 -2.6698
H -0.6571 -1.0576 1.8128
H -1.8083 3.4434 5.5037
H -2.2485 0.5715 -3.4363
```